[1]
Density functional theory data (the ωB97M-V functional and the def2-TZVPD basis) for a structure of composition C52H78O39 in a non-equilibrium geometry.

For the molar mass, the calculation gives 1327.2 g/mol. For the total energy, the calculation gives -4962.70210 a.u. For the orbital gap, the calculation gives 0.32807 hartree. As for the spin multiplicity: 1. The LUMO energy is -0.180 eV. As for the energy above the lowest of the compared OMol25 structures with the same formula, charge and spin: 5.222 eV.

Positions of all 169 atoms, in Å:
C 1.402 2.502 -3.130
C 1.353 3.198 -4.471
C 2.128 4.522 -4.537
O 3.275 4.228 -5.346
C 3.082 3.041 -5.949
O 3.846 2.560 -6.731
O 2.002 2.431 -5.473
H 2.466 2.423 -2.876
H 1.028 1.481 -3.132
H 0.903 3.095 -2.366
H 0.302 3.405 -4.680
H 2.448 4.830 -3.543
H 1.522 5.282 -5.026
C -0.731 -0.132 -1.510
C 0.396 -0.429 -0.527
C 0.103 0.150 0.865
O 0.585 -0.870 1.731
C 0.590 -2.026 1.064
O 0.914 -3.059 1.588
O 0.348 -1.836 -0.218
H -1.697 -0.498 -1.161
H -0.536 -0.533 -2.504
H -0.812 0.953 -1.601
H 1.350 -0.137 -0.964
H -0.969 0.330 0.990
H 0.541 1.126 1.073
C -1.882 2.817 3.867
C -1.335 1.923 4.972
C -1.165 0.464 4.554
O 0.087 0.107 5.095
C 0.816 1.226 5.342
O 1.974 1.202 5.623
O 0.046 2.302 5.174
H -1.156 2.936 3.063
H -2.159 3.843 4.113
H -2.777 2.359 3.445
H -1.837 2.011 5.935
H -1.187 0.216 3.491
H -1.958 -0.125 5.020
C -5.356 -0.779 5.131
C -5.200 -1.641 3.872
C -6.410 -1.385 2.964
O -5.825 -1.091 1.695
C -4.517 -1.010 1.789
O -3.779 -0.769 0.880
O -4.114 -1.149 3.096
H -6.197 -1.177 5.704
H -5.465 0.274 4.882
H -4.518 -0.894 5.823
H -5.206 -2.700 4.127
H -7.091 -0.607 3.310
H -7.070 -2.249 2.872
C -4.256 0.079 -2.379
C -5.313 0.433 -3.405
C -5.139 -0.241 -4.773
O -6.457 -0.649 -5.128
C -7.284 -0.508 -4.078
O -8.453 -0.714 -4.103
O -6.579 -0.096 -3.007
H -4.460 0.553 -1.417
H -3.284 0.412 -2.742
H -4.275 -0.995 -2.207
H -5.388 1.508 -3.578
H -4.543 -1.156 -4.837
H -4.707 0.411 -5.535
C 3.433 -0.430 -7.537
C 3.927 -0.669 -6.118
C 4.206 0.595 -5.272
O 3.457 0.454 -4.089
C 2.780 -0.678 -4.122
O 2.161 -1.136 -3.196
O 2.856 -1.215 -5.340
H 2.756 0.426 -7.462
H 2.897 -1.305 -7.892
H 4.219 -0.078 -8.203
H 4.801 -1.322 -6.071
H 3.967 1.518 -5.810
H 5.284 0.680 -5.120
C 4.608 4.631 4.159
C 3.583 3.496 4.063
C 2.239 3.899 3.459
O 1.994 2.879 2.499
C 3.102 2.165 2.280
O 3.237 1.415 1.358
O 4.064 2.489 3.152
H 4.826 5.092 3.196
H 5.536 4.153 4.476
H 4.249 5.376 4.865
H 3.400 3.086 5.054
H 2.254 4.868 2.958
H 1.509 3.913 4.265
C -5.414 4.588 -4.528
C -3.968 4.276 -4.772
C -3.003 5.245 -4.074
O -2.005 4.415 -3.549
C -2.394 3.132 -3.581
O -1.834 2.193 -3.125
O -3.620 3.025 -4.156
H -6.087 3.829 -4.936
H -5.828 5.495 -4.975
H -5.650 4.676 -3.466
H -3.692 4.163 -5.822
H -3.530 5.841 -3.324
H -2.558 5.958 -4.771
C -6.033 3.335 1.728
C -5.207 2.466 0.767
C -5.013 3.169 -0.588
O -3.580 3.292 -0.693
C -2.981 2.714 0.368
O -1.801 2.622 0.457
O -3.895 2.361 1.268
H -5.401 4.121 2.135
H -6.447 2.704 2.515
H -6.906 3.761 1.233
H -5.566 1.455 0.571
H -5.411 4.185 -0.532
H -5.468 2.677 -1.444
C 3.571 -1.442 3.333
C 3.885 -1.456 4.823
C 2.915 -2.241 5.697
O 3.749 -3.202 6.376
C 5.036 -3.058 5.994
O 5.942 -3.681 6.422
O 5.135 -2.101 5.026
H 4.427 -0.949 2.871
H 2.690 -0.827 3.143
H 3.401 -2.451 2.962
H 3.957 -0.462 5.269
H 2.224 -2.895 5.160
H 2.399 -1.596 6.404
C 2.412 -5.013 3.615
C 3.137 -5.657 4.785
C 2.908 -7.132 5.077
O 4.208 -7.635 5.307
C 5.136 -6.786 4.851
O 6.308 -6.974 4.872
O 4.537 -5.597 4.534
H 2.883 -4.052 3.418
H 1.361 -4.890 3.877
H 2.502 -5.587 2.692
H 2.900 -5.118 5.710
H 2.478 -7.598 4.184
H 2.216 -7.247 5.907
C 4.888 -0.574 -0.665
C 5.121 -2.076 -0.798
C 4.001 -2.975 -0.239
O 3.854 -3.924 -1.301
C 4.380 -3.430 -2.433
O 4.208 -3.897 -3.519
O 5.127 -2.348 -2.198
H 4.007 -0.303 -1.250
H 5.720 0.018 -1.044
H 4.691 -0.260 0.361
H 6.089 -2.433 -0.433
H 3.081 -2.392 -0.182
H 4.319 -3.320 0.740
C 1.287 -3.690 -3.085
C -0.025 -4.251 -2.558
C -0.486 -3.643 -1.232
O -1.662 -2.912 -1.623
C -1.969 -3.135 -2.895
O -2.973 -2.751 -3.423
O -1.038 -3.886 -3.509
H 1.337 -2.603 -2.988
H 1.510 -3.978 -4.111
H 2.155 -4.044 -2.519
H 0.000 -5.341 -2.572
H 0.279 -2.984 -0.827
H -0.692 -4.403 -0.482

Löwdin atomic charge list, values in e, 5 entries: atom 1 (C): -0.0101, atom 2 (C): -0.2875, atom 3 (C): -0.0614, atom 4 (O): 0.1004, atom 5 (C): -0.5548

=====

[2]
Density functional theory data (the ωB97M-V functional and the def2-TZVPD basis) for a cluster of 6 separate species, C52H83BrF13INO18PS in total in a non-equilibrium geometry.

For the molar mass, the calculation gives 1527.0 g/mol. For the total energy, the calculation gives -8349.33477 a.u. For the orbital gap, the calculation gives 0.27245 hartree. As for the spin multiplicity: 1. The LUMO energy is -1.391 eV.

Positions of all 171 atoms, in Å:
N -6.749 0.377 -9.100
P -6.140 -0.916 -8.436
C -4.692 -0.501 -7.400
C -3.846 0.475 -7.905
C -2.708 0.825 -7.210
C -1.823 1.894 -7.843
C -0.967 1.164 -8.911
O -0.393 0.149 -8.648
Br -0.833 1.851 -10.737
C -2.388 0.222 -6.002
C -3.263 -0.730 -5.483
C -4.393 -1.077 -6.181
C -2.936 -1.396 -4.163
O -3.407 -2.497 -3.951
C -2.056 -0.657 -3.194
C -2.099 -0.914 -1.845
C -2.992 -1.979 -1.215
C -2.098 -3.237 -1.022
C -2.659 -4.252 -0.003
F -3.979 -4.030 0.181
F -1.968 -4.072 1.152
C -2.415 -5.690 -0.562
F -1.091 -5.731 -0.842
F -3.054 -5.805 -1.739
C -2.740 -6.840 0.458
F -1.532 -7.285 0.895
F -3.339 -6.395 1.568
C -3.427 -8.111 -0.135
F -2.861 -8.492 -1.272
F -3.155 -9.111 0.729
S -5.298 -8.062 -0.281
F -5.195 -8.010 -1.883
F -5.348 -6.475 -0.290
F -5.476 -8.158 1.282
F -5.290 -9.657 -0.413
F -6.875 -8.090 -0.420
C -1.278 -0.216 -0.956
C -0.450 0.751 -1.466
C -0.405 1.010 -2.827
I 0.939 2.554 -3.395
C -1.177 0.317 -3.723
C -1.129 0.537 -5.217
O -0.130 0.914 -5.793
H -7.722 0.466 -8.821
H -7.036 -1.678 -7.650
H -5.638 -1.774 -9.449
H -4.071 0.972 -8.848
H -2.411 2.647 -8.383
H -1.196 2.417 -7.119
H -5.078 -1.821 -5.774
H -3.877 -2.182 -1.817
H -3.301 -1.665 -0.208
H -1.145 -2.871 -0.619
H -1.866 -3.658 -2.004
H -1.282 -0.427 0.111
H 0.190 1.293 -0.773
C 2.729 0.106 -8.005
O 3.729 -0.396 -8.870
C 3.252 -0.800 -10.142
C 4.100 -0.255 -11.279
O 4.060 1.151 -11.479
C 4.563 2.008 -10.466
C 6.057 1.940 -10.201
O 6.464 0.689 -9.674
C 7.565 0.101 -10.331
H 2.291 -0.710 -7.421
H 3.204 0.808 -7.318
H 1.946 0.641 -8.543
H 2.211 -0.493 -10.291
H 3.297 -1.896 -10.175
H 3.704 -0.685 -12.203
H 5.131 -0.603 -11.205
H 3.990 1.889 -9.545
H 4.350 3.021 -10.818
H 6.311 2.707 -9.459
H 6.597 2.170 -11.126
H 7.549 0.290 -11.409
H 7.513 -0.977 -10.178
H 8.503 0.470 -9.903
C 1.148 1.039 5.734
O -0.247 1.161 5.914
C -0.892 1.958 4.934
C -2.137 1.289 4.376
O -1.933 0.116 3.597
C -1.381 -1.032 4.228
C -2.238 -1.688 5.298
O -2.421 -0.848 6.424
C -3.759 -0.705 6.853
H 1.673 1.843 6.261
H 1.456 0.084 6.165
H 1.427 1.036 4.677
H -0.212 2.199 4.109
H -1.193 2.895 5.418
H -2.604 2.006 3.695
H -2.870 1.101 5.162
H -0.377 -0.820 4.599
H -1.252 -1.767 3.428
H -1.729 -2.597 5.641
H -3.199 -1.982 4.862
H -4.463 -0.692 6.015
H -3.847 0.246 7.379
H -4.019 -1.512 7.546
C 3.138 -0.188 2.472
O 3.528 1.162 2.633
C 4.677 1.338 3.450
C 5.703 2.271 2.819
O 6.337 1.791 1.638
C 5.527 1.593 0.487
C 4.936 2.847 -0.140
O 4.006 3.497 0.709
C 4.217 4.885 0.866
H 2.434 -0.475 3.260
H 2.631 -0.276 1.509
H 3.994 -0.869 2.463
H 5.154 0.376 3.667
H 4.344 1.780 4.397
H 6.506 2.398 3.549
H 5.291 3.266 2.654
H 4.761 0.846 0.686
H 6.186 1.147 -0.263
H 4.399 2.557 -1.050
H 5.749 3.523 -0.425
H 5.281 5.142 0.882
H 3.784 5.189 1.819
H 3.713 5.434 0.063
C 2.686 10.841 5.790
O 2.537 10.852 4.386
C 3.731 10.607 3.662
C 3.543 9.575 2.564
O 3.279 8.242 2.983
C 2.074 7.976 3.687
C 0.780 8.161 2.911
O 0.548 9.511 2.549
C 0.220 9.709 1.190
H 2.937 11.843 6.153
H 1.729 10.546 6.223
H 3.441 10.123 6.122
H 4.537 10.281 4.328
H 4.030 11.553 3.195
H 4.488 9.517 2.017
H 2.799 9.901 1.837
H 2.054 8.522 4.630
H 2.132 6.918 3.960
H -0.052 7.844 3.551
H 0.795 7.515 2.027
H 0.766 9.025 0.533
H 0.499 10.729 0.922
H -0.858 9.590 1.039
C -3.342 -7.558 5.637
O -3.689 -6.887 6.829
C -4.177 -7.729 7.860
C -3.521 -7.448 9.200
O -2.141 -7.767 9.313
C -1.195 -7.066 8.518
C -1.028 -5.585 8.817
O -2.191 -4.836 8.516
C -2.627 -3.975 9.547
H -4.210 -7.623 4.973
H -2.568 -6.972 5.138
H -2.939 -8.558 5.824
H -4.039 -8.786 7.606
H -5.252 -7.535 7.958
H -4.019 -8.085 9.935
H -3.703 -6.421 9.521
H -1.380 -7.238 7.457
H -0.235 -7.543 8.733
H -0.215 -5.196 8.192
H -0.739 -5.460 9.866
H -2.471 -4.409 10.539
H -3.698 -3.808 9.419
H -2.111 -3.012 9.472

Löwdin atomic charge list, values in e, 5 entries: atom 1 (N): -0.3143, atom 2 (P): 0.7248, atom 3 (C): -0.3183, atom 4 (C): -0.0270, atom 5 (C): -0.1472